{
  "formula": "C10H27CoNO6",
  "method": "ωB97M-V/def2-TZVPD",
  "symbols": ["Co", "C", "O", "C", "C", "N", "C", "C", "O", "C", "H", "H", "H", "H", "H", "H", "H", "H", "H", "H", "H", "H", "H", "H", "H", "C", "C", "O", "O", "H", "H", "H", "H", "H", "H", "C", "C", "O", "O", "H", "H", "H", "H", "H", "H"],
  "positions_angstrom": [[-5.953, 4.216, 18.993], [-5.429, 1.521, 17.084], [-5.044, 2.453, 18.064], [-4.486, 1.809, 19.223], [-4.072, 2.790, 20.333], [-5.228, 3.586, 20.841], [-6.177, 2.771, 21.684], [-5.541, 2.398, 23.005], [-5.264, 3.626, 23.669], [-4.892, 3.443, 25.023], [-4.582, 1.176, 16.478], [-6.114, 1.947, 16.349], [-5.902, 0.613, 17.467], [-3.586, 1.261, 18.936], [-5.191, 1.084, 19.638], [-3.293, 3.455, 19.963], [-3.607, 2.174, 21.104], [-4.802, 4.123, 21.606], [-6.495, 1.833, 21.224], [-7.055, 3.379, 21.893], [-4.594, 1.872, 22.849], [-6.219, 1.797, 23.615], [-4.175, 2.630, 25.159], [-5.764, 3.274, 25.665], [-4.444, 4.360, 25.404], [-3.989, 6.622, 18.132], [-4.580, 7.050, 19.458], [-5.677, 6.194, 19.790], [-3.971, 5.165, 18.111], [-2.982, 7.024, 18.004], [-4.527, 7.020, 17.266], [-4.844, 8.107, 19.376], [-3.823, 6.959, 20.243], [-6.189, 6.663, 20.462], [-3.525, 4.985, 17.270], [-8.025, 4.408, 16.989], [-8.593, 5.000, 18.235], [-7.981, 4.310, 19.376], [-6.605, 4.539, 17.009], [-8.449, 4.885, 16.101], [-8.314, 3.351, 16.893], [-9.680, 4.966, 18.261], [-8.319, 6.054, 18.333], [-8.402, 4.527, 20.217], [-6.229, 4.644, 16.130]],
  "multiplicity": 4,
  "e_homo_ha": [-0.568, -0.568],
  "e_above_lowest_kcal_mol": 4.5,
  "orbital_gap_ev": [9.781, 8.813],
  "charge": 2
}